No. 1
DFT (ωB97M-V/def2-TZVPD) results for an isolated molecule of C10H21N3O4.

Last column: Mulliken charge in e.
Geometry (Å):
C  3.89  1.44  1.00  -1.17
C  3.26  0.49  -0.16  0.47
O  4.38  -0.07  -0.86  -0.62
C  2.17  -0.65  0.27  0.11
N  2.83  -2.02  0.46  -0.68
C  1.33  -0.96  -1.00  -0.11
O  1.98  -1.11  -2.10  -0.74
N  -0.01  -0.80  -1.03  0.05
C  -0.73  -1.42  0.13  0.11
C  -1.17  -0.40  1.12  -0.67
C  -2.70  0.04  0.84  -0.65
C  -2.99  0.75  -0.44  -0.32
C  -3.07  2.27  -0.80  -0.77
N  -1.82  2.98  -0.72  -0.62
C  -1.75  -2.42  -0.32  -0.03
O  -2.08  -2.67  -1.43  -0.56
O  -2.45  -3.05  0.58  -0.54
H  4.99  1.55  0.92  0.35
H  3.37  2.41  1.04  0.30
H  3.65  1.02  1.97  0.31
H  2.58  1.22  -0.82  0.20
H  3.96  -0.50  -1.70  0.38
H  1.65  -0.10  1.12  0.21
H  3.67  -2.07  0.84  0.24
H  3.07  -1.78  -0.50  0.38
H  -0.50  -1.07  -1.92  0.39
H  -0.06  -2.11  0.67  0.48
H  -1.38  -1.04  2.03  0.32
H  -0.49  0.44  1.41  0.29
H  -3.44  -0.85  1.04  0.29
H  -2.73  0.71  1.62  0.56
H  -3.94  0.24  -0.87  0.28
H  -2.22  0.28  -1.15  0.02
H  -3.50  2.37  -1.86  0.35
H  -3.68  2.89  -0.26  0.51
H  -1.72  3.01  0.32  0.23
H  -1.95  3.90  -1.00  0.23
H  -2.36  -2.91  1.55  0.42

Its HOMO-LUMO gap is 9.8 eV. The energy is -858.723554 Eh. As for the SMILES: C[C@@H](O)[C@H](N)C(=O)N[C@@H](CCCCN)C(=O)O. The calculation puts the strongest force on any atom at 0.1342 hartree/bohr. The value obtained for the lowest unoccupied orbital energy is 0.209 eV. For the energy above the lowest of the compared OMol25 structures with the same formula, charge and spin, the calculation gives 492.01 kJ/mol. As for the HOMO energy: -9.607 eV.

No. 2
DFT (ωB97M-V/def2-TZVPD) results for a structure of composition C21H20IrN5O7S2.

Last column: Mulliken charge in e.
Geometry (Å):
Ir  0.63  -0.12  0.74  1.61
O  2.98  1.02  -2.39  -0.57
C  2.66  1.07  -1.24  0.01
O  2.35  0.07  -0.42  -0.57
C  2.62  2.47  -0.57  -0.09
C  2.87  2.32  0.92  -0.11
C  3.02  3.71  1.55  -0.97
C  1.54  4.23  1.54  -1.03
C  0.82  3.06  0.86  -0.30
O  1.55  1.92  1.39  -0.57
C  1.20  3.04  -0.61  0.14
C  0.26  2.09  -1.38  -0.19
O  0.01  2.33  -2.52  -0.59
O  -0.21  1.09  -0.64  -0.57
H  3.36  3.05  -1.11  0.56
H  3.62  1.59  1.20  0.67
H  3.39  3.62  2.57  0.32
H  3.70  4.33  0.98  0.43
H  1.16  4.37  2.55  0.37
H  1.41  5.15  0.98  0.41
H  -0.24  2.96  1.07  0.67
H  1.12  4.00  -1.11  0.68
N  -4.69  -0.85  -4.77  -0.47
C  -4.13  -0.96  -3.53  1.23
C  -3.68  0.18  -2.85  -1.03
C  -3.11  0.07  -1.60  -0.24
C  -2.99  -1.19  -1.01  -0.23
C  -3.43  -2.34  -1.68  -0.60
C  -4.00  -2.22  -2.92  -0.76
S  -2.21  -1.36  0.50  1.52
O  -2.67  -2.52  1.19  -0.71
O  -2.17  -0.08  1.19  -0.77
N  -0.58  -1.55  0.18  0.11
C  0.19  -2.68  0.01  0.56
N  -0.24  -3.84  -0.43  -0.46
C  0.70  -4.78  -0.55  -0.22
C  2.04  -4.57  -0.23  -0.67
C  2.38  -3.31  0.22  -0.16
N  1.44  -2.37  0.34  -0.12
H  -4.76  0.04  -5.22  0.19
H  -4.99  -1.66  -5.27  0.19
H  -3.78  1.15  -3.32  0.30
H  -2.77  0.94  -1.07  0.47
H  -3.32  -3.31  -1.20  0.44
H  -4.35  -3.10  -3.45  0.30
H  0.36  -5.74  -0.92  0.44
H  2.78  -5.34  -0.33  0.40
H  3.39  -3.03  0.48  0.48
S  1.64  -0.28  5.15  -0.10
C  -0.05  -0.40  4.91  -0.18
C  -0.34  -0.44  3.59  -0.82
N  0.79  -0.36  2.79  0.34
C  1.90  -0.27  3.49  -0.01
H  -0.74  -0.44  5.74  0.46
H  -1.32  -0.52  3.14  0.44
H  2.88  -0.22  3.05  0.37

As for the spin multiplicity: 2. Its HOMO-LUMO gap (spin up / spin down) is 4.8 / 5.2 eV. The energy is -2513.109629 Eh. Its expectation value of S² is 0.763. The calculation puts the strongest force on any atom at 0.0958 hartree/bohr. The value obtained for the lowest unoccupied orbital energy (spin up / spin down) is -5.760 / -5.266 eV. The net charge is +1. For the energy above the lowest of the compared OMol25 structures with the same formula, charge and spin, the calculation gives 366.83 kJ/mol. As for the HOMO energy (spin up / spin down): -10.515 / -10.506 eV.

No. 3
DFT (ωB97M-V/def2-TZVPD) results for an isolated molecule of C4H7NO.

Last column: Mulliken charge in e.
Geometry (Å):
C  -1.54  -0.55  -0.73  -0.83
N  -0.54  0.46  -0.38  -0.33
C  0.79  0.08  -0.85  -0.43
C  0.44  -0.02  0.58  0.23
C  1.09  0.90  1.58  -0.27
O  0.50  1.53  2.42  -0.43
H  -1.83  -0.41  -1.78  0.30
H  -2.43  -0.44  -0.10  0.28
H  -1.16  -1.58  -0.61  0.33
H  0.88  -0.82  -1.46  0.27
H  1.40  0.92  -1.17  0.25
H  0.20  -1.00  1.00  0.33
H  2.20  0.93  1.50  0.31

Its HOMO-LUMO gap is 10.4 eV. The energy is -286.538217 Eh. As for the SMILES: CN1C[C@H]1C=O. The calculation puts the strongest force on any atom at 0.0098 hartree/bohr. The value obtained for the lowest unoccupied orbital energy is 0.943 eV. For the energy above the lowest of the compared OMol25 structures with the same formula, charge and spin, the calculation gives 245.30 kJ/mol. As for the HOMO energy: -9.499 eV.